(1)
Entry from the Open Molecules 2025 dataset: a 5-piece molecular cluster, C31H53F13N2O4S overall in a non-equilibrium geometry (the ωB97M-V functional and the def2-TZVPD basis).

Each line ends with the Löwdin charge.
CARTESIAN COORDINATES (ANGSTROEM)
S1 6.977 1.353 0.290  0.75
F1 -0.211 2.715 2.349  -0.01
F2 0.087 1.071 0.612  0.00
F3 1.910 -1.169 1.675  0.04
F4 0.831 -3.860 1.192  0.05
F5 1.279 -1.861 3.869  0.03
F6 0.506 -1.419 -0.896  0.04
F7 -0.562 0.685 4.014  0.03
F8 -0.218 -3.631 -1.417  0.03
F9 -1.083 -2.607 3.396  0.02
F10 1.822 0.759 3.975  0.01
F11 -1.702 -0.918 1.830  0.04
F12 -1.551 -3.959 1.179  0.03
F13 -1.848 -1.958 -0.927  0.05
O1 11.245 1.031 2.400  -0.18
O2 -5.363 -6.250 1.660  -0.16
O3 -9.042 4.177 -5.828  -0.16
O4 -6.636 -0.803 -3.230  -0.17
N1 3.637 -0.587 -0.865  0.12
N2 4.769 5.886 -1.579  0.08
C1 2.276 2.956 0.176  -0.14
C2 11.731 1.333 3.706  -0.28
C3 7.300 0.503 1.953  -0.52
C4 3.285 2.322 -0.949  -0.24
C5 -0.499 -2.443 -0.528  -0.14
C6 -4.956 0.979 -2.958  -0.08
C7 -7.429 -4.949 1.983  -0.08
C8 5.643 2.667 0.459  -0.47
C9 12.151 2.783 3.874  -0.08
C10 4.814 2.985 -0.920  -0.28
C11 0.636 1.547 1.902  -0.18
C12 -8.442 1.829 -6.266  -0.08
C13 -6.611 -6.177 2.346  -0.28
C14 0.618 0.446 3.117  -0.09
C15 -0.582 -1.866 2.178  -0.06
C16 -4.458 -5.170 1.872  -0.28
C17 -6.287 0.386 -2.524  -0.28
C18 -5.734 -1.900 -3.110  -0.27
C19 4.792 4.605 -1.324  -0.10
C20 -8.178 3.099 -5.475  -0.28
C21 8.086 -0.951 1.793  -0.18
C22 -0.396 -3.001 1.010  -0.06
C23 0.796 -1.114 2.648  -0.09
C24 -10.439 3.956 -5.648  -0.28
C25 12.152 1.244 1.321  -0.28
C26 -4.047 -5.001 3.326  -0.07
C27 3.306 0.665 -0.987  -0.08
C28 -10.824 3.656 -4.209  -0.08
C29 -5.549 -2.377 -1.679  -0.08
C30 13.420 0.412 1.423  -0.08
C31 2.174 2.116 1.578  -0.08
H1 -7.079 1.115 -2.727  0.11
H2 2.688 4.049 0.423  0.14
H3 1.238 3.138 -0.365  0.14
H4 5.390 2.461 -1.820  0.14
H5 -3.327 -4.183 3.428  0.06
H6 -4.967 1.198 -4.033  0.08
H7 -4.126 0.295 -2.772  0.06
H8 -5.123 -1.599 -1.040  0.06
H9 -6.305 0.204 -1.445  0.11
H10 -8.230 2.912 -4.397  0.10
H11 6.285 0.272 2.536  0.09
H12 8.346 -1.452 2.838  0.09
H13 -4.755 1.906 -2.411  0.08
H14 -8.389 -4.963 2.509  0.08
H15 -8.343 2.021 -7.340  0.08
H16 7.454 -1.727 1.179  0.08
H17 -7.155 3.436 -5.679  0.12
H18 -4.878 -3.240 -1.649  0.08
H19 -3.590 -5.924 3.705  0.09
H20 7.959 1.179 2.647  0.08
H21 -3.564 -5.388 1.279  0.10
H22 6.196 3.660 0.788  0.10
H23 -10.510 4.474 -3.549  0.08
H24 11.622 0.963 0.405  0.12
H25 -7.177 -7.073 2.067  0.12
H26 11.314 3.452 3.648  0.08
H27 -10.352 2.742 -3.842  0.06
H28 -10.945 4.874 -5.963  0.12
H29 2.387 2.901 2.452  0.15
H30 -6.512 -2.665 -1.244  0.08
H31 2.968 1.267 1.715  0.12
H32 13.175 -0.656 1.471  0.08
H33 -4.875 -4.242 1.471  0.10
H34 12.547 0.652 3.972  0.11
H35 9.111 -0.794 1.237  0.07
H36 10.913 1.119 4.403  0.12
H37 14.063 0.588 0.554  0.08
H38 -6.155 -2.720 -3.703  0.12
H39 -6.916 -4.022 2.247  0.06
H40 -9.449 1.442 -6.095  0.07
H41 -4.901 -4.775 3.968  0.07
H42 -6.450 -6.240 3.428  0.10
H43 -7.729 1.049 -5.983  0.07
H44 12.479 2.968 4.902  0.08
H45 12.385 2.309 1.227  0.11
H46 12.973 3.052 3.206  0.07
H47 -4.772 -1.650 -3.570  0.11
H48 -10.786 3.167 -6.322  0.10
H49 2.842 2.647 -2.009  0.15
H50 4.961 2.341 1.364  0.08
H51 -11.908 3.529 -4.122  0.08
H52 13.996 0.655 2.318  0.06
H53 -7.620 -4.922 0.905  0.08

Forces on atoms 1 to 6 (eV/Å):
S -0.18 -0.43 0.14
F 2.32 -3.61 -1.44
F 0.96 0.80 3.91
F -3.84 0.13 2.80
F -4.12 3.48 -0.58
F -1.47 2.32 -4.04

As for the multiplicity: 1. Its net charge is 0. As for the structure (SMILES): CCSC[C@H](C#N)[C@@H](C#N)CCC(F)(F)C(F)(F)C(F)(F)C(F)(F)C(F)(F)C(F)(F)F.CCOCC.CCOCC.CCOCC.CCOCC. The value obtained for the max |F| is 12.211 eV/Å.

---

(2)
Entry from the Open Molecules 2025 dataset: C31H53F2NO19S5Zn as an isolated structure in a non-equilibrium geometry (the ωB97M-V functional and the def2-TZVPD basis).

Each line ends with the Löwdin charge.
CARTESIAN COORDINATES (ANGSTROEM)
Zn1 -0.371 -1.400 -2.577  0.53
S1 -1.125 -3.999 -4.560  0.73
S2 -2.471 1.669 3.516  0.67
S3 3.080 -1.582 -3.589  0.70
S4 0.408 -3.215 0.131  0.78
S5 -2.795 -0.187 -0.714  0.68
F1 5.252 3.936 0.545  0.09
F2 3.085 0.466 6.413  0.05
O1 0.488 -2.709 5.082  0.16
O2 2.297 -1.583 5.813  0.17
O3 1.775 -1.962 -3.113  -0.35
O4 -2.537 -1.135 -1.832  -0.38
O5 -0.627 -3.347 -3.359  -0.39
O6 3.235 -0.988 -4.912  -0.32
O7 1.084 -0.724 4.138  0.02
O8 -3.124 1.809 2.237  -0.32
O9 1.967 1.096 1.406  0.17
O10 -0.582 -5.347 -4.762  -0.32
O11 6.733 1.477 -1.845  0.18
O12 6.249 3.662 -2.225  0.08
O13 -0.498 0.198 -3.558  -0.73
O14 7.146 3.155 -0.283  0.07
O15 0.488 -1.969 -0.731  -0.39
O16 -3.234 -0.691 0.565  -0.33
O17 -1.546 2.717 3.867  -0.32
O18 1.698 -3.943 0.250  -0.32
O19 2.572 2.322 -0.538  0.18
N1 -4.147 4.415 0.086  0.18
C1 -0.332 -3.004 1.694  -0.25
C2 -3.726 -0.193 5.011  -0.22
C3 2.090 0.182 4.328  -0.11
C4 -1.377 -5.027 0.887  -0.17
C5 -3.361 7.104 2.502  -0.09
C6 -0.668 -4.415 2.124  -0.20
C7 -1.485 0.915 -0.471  -0.25
C8 6.404 4.321 0.010  -0.33
C9 -2.069 -1.998 -5.810  -0.16
C10 4.817 -2.647 -1.938  -0.19
C11 6.723 2.627 -1.550  -0.50
C12 4.309 -2.915 -3.367  -0.19
C13 2.973 -0.434 5.381  -0.28
C14 -2.053 6.691 1.735  -0.24
C15 -3.746 1.347 4.758  -0.18
C16 6.351 4.888 -1.453  -0.01
C17 -2.912 -3.882 -4.474  -0.22
C18 -2.395 -0.744 4.750  -0.23
C19 -2.030 5.216 1.386  -0.20
C20 -1.813 0.027 3.604  -0.23
C21 -3.253 4.732 0.750  -0.24
C22 -1.878 2.246 -1.143  -0.17
C23 2.334 1.662 0.437  -0.32
C24 -3.290 -3.052 -5.691  -0.18
C25 -0.719 -2.837 -5.860  -0.18
C26 -3.884 0.982 -1.348  -0.26
C27 -0.835 -4.431 -0.450  -0.17
C28 3.796 -0.493 -2.392  -0.23
C29 1.243 -1.778 5.011  -0.51
C30 3.956 -1.509 -1.266  -0.21
C31 -3.079 1.987 -2.112  -0.18
H1 -2.049 -1.359 -4.845  0.10
H2 -3.183 -3.464 -3.480  0.12
H3 0.198 -2.274 -5.601  0.11
H4 5.477 5.503 -1.592  0.13
H5 -4.248 1.422 -0.393  0.11
H6 -1.163 -2.351 1.432  0.10
H7 -2.093 -0.421 2.653  0.08
H8 5.844 -2.500 -1.970  0.08
H9 3.165 0.393 -2.196  0.11
H10 -1.375 -4.447 3.011  0.14
H11 3.698 -3.766 -3.439  0.08
H12 -0.557 -3.405 -6.736  0.08
H13 -3.168 8.150 2.768  0.06
H14 6.937 4.873 0.754  0.16
H15 -2.292 2.891 -0.361  0.06
H16 4.010 -0.674 5.157  0.17
H17 0.201 -4.956 2.492  0.12
H18 2.948 -1.787 -0.884  0.08
H19 -4.734 1.676 4.442  0.11
H20 -0.748 0.112 3.506  0.08
H21 -1.066 2.668 -1.701  0.11
H22 2.689 0.327 3.400  0.13
H23 -3.670 2.936 -2.100  0.11
H24 -1.945 4.648 2.296  0.08
H25 -2.407 -4.795 0.964  0.10
H26 -3.240 -3.733 -6.553  0.11
H27 7.271 5.465 -1.641  0.14
H28 -4.289 -2.680 -5.732  0.10
H29 -0.510 0.538 -0.951  0.09
H30 -1.562 -3.886 -1.064  0.09
H31 -3.238 -4.889 -4.570  0.09
H32 4.555 -1.077 -0.448  0.11
H33 -1.769 -0.838 5.582  0.10
H34 -1.205 4.843 0.745  0.13
H35 -1.244 -6.092 0.921  0.11
H36 -0.181 -5.055 -1.066  0.11
H37 -4.003 -0.367 6.055  0.12
H38 -1.312 6.878 2.401  0.06
H39 -2.096 -1.377 -6.691  0.10
H40 -4.335 6.957 1.975  0.08
H41 -3.382 1.762 5.709  0.11
H42 -2.555 -1.772 4.359  0.13
H43 4.726 -3.650 -1.370  0.14
H44 -4.761 0.550 -1.792  0.11
H45 4.723 -0.143 -2.884  0.11
H46 0.413 -2.458 2.345  0.12
H47 5.066 -2.899 -4.154  0.11
H48 -3.334 6.499 3.443  0.08
H49 1.672 1.172 4.679  0.17
H50 -1.362 0.958 0.582  0.06
H51 -4.451 -0.738 4.383  0.13
H52 -1.853 7.241 0.760  0.13
H53 -2.805 1.683 -3.095  0.09

Forces on atoms 1 to 6 (eV/Å):
Zn 0.02 2.28 -1.82
S 2.41 -0.76 0.21
S -1.53 -0.24 -0.54
S 0.86 2.17 -2.27
S 2.35 -0.53 -2.76
S 0.06 -1.57 -2.08

As for the multiplicity: 1. Its net charge is 0. The value obtained for the max |F| is 4.374 eV/Å.

---

(3)
Entry from the Open Molecules 2025 dataset: C31H53InN4Sb as an isolated structure in a non-equilibrium geometry (the ωB97M-V functional and the def2-TZVPD basis).

Each line ends with the Löwdin charge.
CARTESIAN COORDINATES (ANGSTROEM)
Sb1 0.008 -3.225 0.064  1.58
In1 0.076 -0.208 0.325  0.89
N1 -0.310 2.140 0.137  0.07
N2 -2.272 0.317 0.019  0.06
N3 0.892 0.031 2.628  0.01
N4 2.480 0.317 0.240  0.01
C1 -3.172 -0.776 -0.021  -0.24
C2 -2.333 -1.183 -2.372  -0.03
C3 3.037 -3.610 0.394  -0.13
C4 1.230 3.712 1.221  -0.24
C5 -4.007 -1.064 1.068  -0.22
C6 -1.650 -2.944 2.631  -0.12
C7 1.046 2.348 -2.347  -0.01
C8 -1.847 3.992 -0.246  0.04
C9 -1.501 2.558 -0.039  -0.21
C10 0.415 -5.873 -1.400  -0.12
C11 3.102 4.569 -0.049  -0.02
C12 2.941 0.829 1.545  -0.19
C13 -4.904 -2.924 -0.192  -0.03
C14 2.371 4.504 1.125  -0.02
C15 0.844 -3.864 -2.903  -0.12
C16 -4.872 -2.147 0.955  -0.02
C17 -2.032 -5.122 1.356  -0.11
C18 -4.017 2.003 -0.225  0.04
C19 2.686 3.849 -1.161  -0.01
C20 -0.011 -4.483 -1.820  -0.47
C21 -3.992 -0.239 2.328  -0.02
C22 1.797 -3.719 1.271  -0.53
C23 2.370 -0.016 2.668  -0.20
C24 0.827 2.997 0.091  -0.25
C25 0.468 3.681 2.523  -0.02
C26 -3.169 -1.570 -1.181  -0.23
C27 -2.611 1.539 -0.059  -0.21
C28 -4.048 -2.643 -1.248  -0.03
C29 1.542 3.064 -1.118  -0.24
C30 -1.793 -3.621 1.281  -0.52
C31 1.664 -5.071 1.954  -0.11
H1 0.238 -6.540 -2.250  0.11
H2 -1.222 -5.653 1.858  0.07
H3 4.029 0.834 1.619  0.15
H4 -4.812 0.482 2.323  0.10
H5 -1.306 -0.922 -2.092  0.02
H6 3.036 -0.491 -0.029  0.09
H7 -2.186 -5.554 0.367  0.08
H8 3.125 -4.458 -0.285  0.08
H9 -3.058 0.310 2.453  0.07
H10 3.050 -2.693 -0.202  0.05
H11 -2.334 4.135 -1.213  0.12
H12 1.900 -3.837 -2.634  0.08
H13 2.691 -1.053 2.550  0.11
H14 3.241 3.922 -2.088  0.13
H15 1.609 -5.892 1.241  0.08
H16 3.929 -3.616 1.025  0.10
H17 -2.570 -3.097 3.200  0.10
H18 -5.542 -2.369 1.776  0.14
H19 0.210 2.892 -2.793  0.10
H20 -0.961 4.618 -0.209  0.10
H21 2.681 5.082 1.988  0.14
H22 -0.365 2.976 2.511  0.06
H23 -0.163 -6.268 -0.565  0.07
H24 1.479 -5.929 -1.170  0.08
H25 -4.688 1.164 -0.390  0.10
H26 1.136 3.441 3.354  0.10
H27 -2.760 -0.305 -2.863  0.10
H28 0.512 -2.864 -3.178  0.07
H29 1.827 2.287 -3.102  0.10
H30 0.806 -5.120 2.623  0.07
H31 -4.107 2.693 -1.064  0.11
H32 -1.070 -4.443 -2.075  0.09
H33 -4.084 -3.242 -2.149  0.13
H34 0.760 -4.490 -3.796  0.11
H35 -2.557 4.321 0.516  0.12
H36 3.990 5.184 -0.097  0.13
H37 1.794 -2.928 2.025  0.05
H38 -4.348 2.543 0.666  0.12
H39 -4.142 -0.874 3.199  0.09
H40 -0.832 -3.362 3.222  0.08
H41 -5.607 -3.743 -0.271  0.13
H42 0.063 4.671 2.739  0.11
H43 -2.594 -3.154 0.708  0.03
H44 0.691 1.334 -2.125  0.05
H45 2.586 1.853 1.643  0.10
H46 2.556 -5.239 2.564  0.10
H47 2.641 1.030 -0.470  0.08
H48 2.755 0.352 3.619  0.14
H49 -2.309 -1.987 -3.105  0.09
H50 0.591 0.958 2.928  0.08
H51 0.509 -0.621 3.307  0.10
H52 -1.509 -1.862 2.528  0.04
H53 -2.944 -5.303 1.930  0.10

Forces on atoms 1 to 6 (eV/Å):
Sb -0.20 0.34 0.35
In 0.28 -0.02 0.48
N 0.01 -1.19 -0.03
N 1.17 -0.03 0.23
N -0.48 0.14 -0.50
N -0.58 0.01 -0.32

As for the multiplicity: 1. Its net charge is +3. The value obtained for the max |F| is 1.193 eV/Å.

---

(4)
Entry from the Open Molecules 2025 dataset: a 9-piece molecular cluster, C31H54O27 overall in a non-equilibrium geometry (the ωB97M-V functional and the def2-TZVPD basis).

Each line ends with the Löwdin charge.
CARTESIAN COORDINATES (ANGSTROEM)
O1 1.671 -1.056 -2.894  0.05
O2 -5.161 -3.648 -0.317  0.17
O3 -2.154 3.306 2.774  0.03
O4 1.178 1.750 -5.067  -0.03
O5 -3.510 -2.372 2.088  -0.10
O6 3.090 -0.340 2.081  0.08
O7 1.899 6.372 -0.445  0.05
O8 -3.570 -1.676 4.375  0.00
O9 -0.846 0.061 -0.646  -0.01
O10 0.373 8.097 -0.420  0.12
O11 -1.447 5.576 2.712  -0.12
O12 -1.414 -5.550 3.398  -0.07
O13 -4.565 -0.292 2.888  0.00
O14 -2.664 1.548 -1.281  -0.09
O15 2.458 1.350 0.931  0.07
O16 2.351 8.181 0.605  0.11
O17 0.160 -4.613 1.827  -0.04
O18 2.206 1.398 3.251  0.11
O19 -0.389 2.232 -0.576  -0.02
O20 -4.337 -3.303 -2.344  0.09
O21 -0.006 3.715 2.932  0.07
O22 0.858 -6.262 3.344  -0.03
O23 -0.334 0.797 -3.386  -0.03
O24 0.108 -2.671 -2.693  0.13
O25 2.242 -3.149 -2.940  0.13
O26 -3.150 -4.374 -0.952  0.04
O27 1.318 2.105 -2.672  -0.06
C1 1.807 -1.797 0.801  0.01
C2 3.205 6.077 0.083  -0.07
C3 -2.508 -4.764 -2.104  -0.26
C4 -2.963 -2.942 4.808  -0.01
C5 -1.205 0.069 -4.227  -0.02
C6 2.402 2.972 -2.895  -0.06
C7 -1.879 -0.971 -0.564  0.00
C8 0.960 4.774 2.775  -0.03
C9 3.026 -0.986 -3.198  -0.09
C10 -1.307 1.292 -0.845  -0.39
C11 -3.929 -1.451 3.123  -0.36
C12 -4.664 0.203 1.594  -0.09
C13 4.223 -2.931 -4.395  -0.01
C14 -4.292 -3.755 -1.126  -0.64
C15 -0.853 -3.828 1.262  -0.09
C16 -0.109 -5.445 2.889  -0.33
C17 3.473 -2.449 -3.181  -0.27
C18 -1.178 4.132 2.823  -0.52
C19 -3.433 3.812 2.808  -0.09
C20 0.720 1.525 -3.793  -0.37
C21 -0.646 3.592 -0.693  -0.03
C22 3.479 7.448 0.752  -0.37
C23 -3.153 -3.603 -3.018  -0.07
C24 1.445 7.560 -0.090  -0.57
C25 1.259 -2.304 -2.842  -0.60
C26 3.908 7.284 2.212  -0.01
C27 0.724 -7.232 4.307  -0.08
C28 -2.960 -6.224 -2.459  0.00
C29 2.936 0.328 0.012  -0.11
C30 3.076 -0.910 0.808  -0.31
C31 2.521 0.823 2.183  -0.53
H1 1.866 -2.329 -0.117  0.06
H2 -1.430 0.663 -5.107  0.10
H3 -0.655 -3.929 0.120  0.11
H4 4.029 -1.615 0.681  0.20
H5 4.117 8.260 2.700  0.10
H6 4.049 5.855 -0.640  0.15
H7 -3.157 -3.182 5.870  0.10
H8 -3.722 4.583 2.005  0.13
H9 2.991 -0.554 -4.264  0.17
H10 -2.618 -6.975 -1.762  0.08
H11 -2.565 -2.721 -2.940  0.08
H12 -0.811 3.990 0.345  0.10
H13 2.457 3.825 -2.097  0.12
H14 -4.090 2.936 3.079  0.10
H15 -2.753 -6.601 -3.445  0.07
H16 -3.240 -3.999 -4.062  0.15
H17 -3.721 0.566 1.080  0.08
H18 4.344 -3.995 -4.514  0.09
H19 -0.684 -2.777 1.574  0.08
H20 -2.443 -0.905 -1.416  0.05
H21 1.976 4.341 2.925  0.10
H22 2.234 0.196 -0.888  0.14
H23 -2.117 -0.287 -3.803  0.08
H24 3.886 -2.561 -5.376  0.10
H25 0.930 5.287 1.786  0.10
H26 0.004 -6.956 5.116  0.11
H27 3.301 2.425 -2.918  0.07
H28 4.282 8.052 0.149  0.18
H29 3.200 5.301 0.888  0.12
H30 -4.029 -6.373 -2.412  0.08
H31 -2.492 -0.929 0.353  0.08
H32 -1.371 -1.981 -0.514  0.09
H33 1.791 -7.410 4.634  0.12
H34 3.095 6.871 2.777  0.07
H35 -3.618 4.444 3.746  0.11
H36 1.646 -2.548 1.593  0.09
H37 -0.707 -0.871 -4.626  0.11
H38 -3.276 -3.796 4.163  0.09
H39 2.286 3.469 -3.886  0.11
H40 3.929 0.602 -0.308  0.13
H41 0.919 -1.107 0.753  0.11
H42 0.158 4.174 -1.172  0.09
H43 5.214 -2.571 -4.472  0.07
H44 -1.942 -4.120 1.428  0.11
H45 4.826 6.705 2.182  0.09
H46 -5.525 1.002 1.437  0.14
H47 -1.594 3.792 -1.277  0.12
H48 -1.914 -2.943 4.531  0.08
H49 3.473 -0.302 -2.487  0.11
H50 4.038 -2.381 -2.262  0.15
H51 0.947 5.378 3.652  0.09
H52 -4.925 -0.633 0.874  0.10
H53 -1.455 -4.681 -1.842  0.13
H54 0.367 -8.115 3.756  0.10

Forces on atoms 1 to 6 (eV/Å):
O -1.53 0.72 0.76
O 0.15 0.17 -0.03
O 1.54 -1.69 -0.07
O -2.89 -1.72 7.52
O -2.65 5.77 5.85
O 1.41 -1.62 3.18

As for the multiplicity: 1. Its net charge is 0. As for the structure (SMILES): C[C@H]1COC(=O)O1.C[C@H]1COC(=O)O1.C[C@H]1COC(=O)O1.C[C@H]1COC(=O)O1.COC(=O)OC.COC(=O)OC.COC(=O)OC.COC(=O)OC.COC(=O)OC. The value obtained for the max |F| is 11.442 eV/Å.

---

no.,energy (Ha)
1,-3319.34460
2,-6667.16790
3,-1861.55645
4,-3244.75278